{
  "formula": "C5H8N2",
  "method": "wB97M-V/def2-TZVPD",
  "spin_multiplicity": 1,
  "gap_ev": 10.1,
  "e_tot_ev": -8292.5214,
  "max_force_ha_per_bohr": 0.023,
  "charge": 0,
  "smiles": "C[C@H]1CN1CC#N",
  "lumo_energy_ev": 0.9,
  "elements": ["N", "C", "H", "C", "C", "N", "H", "H", "C", "H", "H", "H", "C", "H", "H"],
  "positions_angstrom": [[-2.78932, 0.94956, -0.55726], [-1.22119, -0.93154, 0.42873], [0.52060, 1.45490, -1.48249], [0.91323, 0.43575, -1.41158], [1.20170, -0.08913, 0.01803], [0.12295, -0.62388, 0.76907], [1.80081, 0.36427, -2.05536], [-1.69482, -1.26862, 1.35711], [0.72374, 0.49587, 1.39600], [1.03363, 0.22056, 2.41898], [-1.19005, -1.78399, -0.25590], [0.37668, 1.52867, 1.36076], [-2.08666, 0.12734, -0.14552], [0.16356, -0.20991, -1.90220], [2.12515, -0.66985, 0.06162]],
  "nbo_charge": [-0.32, -0.32, 0.23, -0.65, -0.03, -0.42, 0.22, 0.25, -0.25, 0.20, 0.24, 0.19, 0.25, 0.21, 0.19]
}